{"formula": "C87H139As3F18N12O9", "method": "ωB97M-V with the def2-TZVPD basis set", "symbols": ["C", "N", "C", "C", "C", "C", "C", "C", "C", "C", "N", "C", "C", "C", "H", "H", "H", "H", "H", "H", "H", "H", "H", "H", "H", "H", "H", "H", "C", "N", "C", "C", "C", "C", "C", "C", "C", "C", "N", "C", "C", "C", "H", "H", "H", "H", "H", "H", "H", "H", "H", "H", "H", "H", "H", "H", "C", "N", "C", "C", "C", "C", "C", "C", "C", "C", "N", "C", "C", "C", "H", "H", "H", "H", "H", "H", "H", "H", "H", "H", "H", "H", "H", "H", "C", "N", "C", "C", "C", "C", "C", "C", "C", "C", "N", "C", "C", "C", "H", "H", "H", "H", "H", "H", "H", "H", "H", "H", "H", "H", "H", "H", "C", "C", "C", "C", "N", "C", "C", "C", "C", "C", "H", "H", "H", "H", "H", "H", "H", "H", "H", "H", "H", "H", "H", "H", "H", "H", "H", "H", "H", "H", "C", "C", "C", "C", "N", "C", "C", "C", "C", "C", "H", "H", "H", "H", "H", "H", "H", "H", "H", "H", "H", "H", "H", "H", "H", "H", "H", "H", "H", "H", "C", "C", "C", "C", "N", "C", "C", "C", "C", "C", "H", "H", "H", "H", "H", "H", "H", "H", "H", "H", "H", "H", "H", "H", "H", "H", "H", "H", "H", "H", "C", "C", "C", "C", "N", "C", "C", "C", "C", "C", "H", "H", "H", "H", "H", "H", "H", "H", "H", "H", "H", "H", "H", "H", "H", "H", "H", "H", "H", "H", "As", "F", "F", "F", "F", "F", "F", "As", "F", "F", "F", "F", "F", "F", "As", "F", "F", "F", "F", "F", "F", "O", "C", "O", "O", "H", "O", "C", "O", "O", "H", "O", "C", "O", "O", "H"], "positions_angstrom": [[-3.807, 10.841, -4.141], [-4.043, 9.537, -3.495], [-5.047, 9.351, -2.643], [-5.196, 8.102, -1.954], [-4.327, 7.088, -2.204], [-3.368, 7.273, -3.172], [-3.149, 8.533, -3.754], [-4.454, 5.796, -1.494], [-4.407, 4.540, -2.016], [-4.839, 3.364, -1.321], [-5.110, 3.571, -0.018], [-5.006, 4.729, 0.652], [-4.662, 5.816, -0.136], [-5.547, 2.416, 0.763], [-2.744, 11.062, -4.232], [-4.350, 11.585, -3.558], [-4.334, 10.946, -5.089], [-5.748, 10.173, -2.631], [-5.948, 7.878, -1.212], [-2.677, 6.487, -3.436], [-2.356, 8.748, -4.455], [-4.315, 4.503, -3.092], [-4.893, 2.414, -1.832], [-5.263, 4.750, 1.701], [-4.586, 6.764, 0.376], [-5.042, 2.436, 1.729], [-5.367, 1.467, 0.258], [-6.569, 2.559, 1.113], [-3.120, 5.308, 4.779], [-3.653, 6.599, 4.240], [-4.997, 6.729, 4.082], [-5.496, 7.791, 3.476], [-4.680, 8.857, 2.989], [-3.259, 8.762, 3.126], [-2.810, 7.567, 3.732], [-5.180, 10.104, 2.371], [-5.913, 11.029, 3.149], [-6.216, 12.318, 2.702], [-5.826, 12.672, 1.521], [-5.041, 11.817, 0.715], [-4.744, 10.514, 1.144], [-6.439, 13.984, 0.978], [-3.921, 4.573, 4.847], [-2.554, 5.417, 5.704], [-2.497, 4.807, 4.038], [-5.582, 5.939, 4.530], [-6.564, 7.886, 3.348], [-2.683, 9.576, 2.711], [-1.782, 7.325, 3.957], [-6.098, 10.710, 4.164], [-6.659, 13.087, 3.318], [-4.672, 12.241, -0.207], [-4.110, 9.888, 0.532], [-7.521, 13.868, 0.914], [-6.006, 14.070, -0.019], [-5.917, 14.796, 1.486], [0.762, -8.651, -1.916], [1.035, -7.846, -3.151], [0.662, -8.297, -4.369], [0.902, -7.465, -5.468], [1.421, -6.200, -5.356], [1.897, -5.847, -4.069], [1.637, -6.632, -2.974], [1.581, -5.270, -6.496], [2.785, -4.581, -6.660], [2.918, -3.640, -7.651], [1.923, -3.439, -8.565], [0.810, -4.152, -8.559], [0.638, -5.081, -7.545], [2.134, -2.406, -9.533], [0.234, -9.568, -2.179], [0.170, -8.012, -1.261], [1.638, -8.831, -1.292], [0.138, -9.238, -4.447], [0.611, -7.931, -6.397], [2.338, -4.873, -3.920], [1.939, -6.381, -1.968], [3.619, -4.664, -5.978], [3.696, -2.892, -7.647], [0.169, -3.945, -9.403], [-0.276, -5.656, -7.529], [2.717, -2.932, -10.288], [2.601, -1.570, -9.013], [1.199, -2.070, -9.982], [1.818, -5.337, 6.950], [2.108, -4.113, 6.253], [2.012, -4.141, 4.897], [2.444, -2.972, 4.220], [2.697, -1.807, 4.914], [2.691, -1.812, 6.286], [2.382, -3.015, 6.952], [2.749, -0.553, 4.205], [1.934, 0.507, 4.484], [1.948, 1.654, 3.608], [2.831, 1.700, 2.554], [3.637, 0.682, 2.252], [3.503, -0.500, 3.038], [2.756, 2.832, 1.546], [1.981, -6.257, 6.389], [0.730, -5.307, 7.020], [2.123, -5.527, 7.978], [1.498, -4.925, 4.361], [2.289, -2.924, 3.153], [3.049, -1.001, 6.902], [2.311, -3.192, 8.015], [1.306, 0.548, 5.362], [1.306, 2.521, 3.589], [4.440, 0.845, 1.548], [4.154, -1.257, 2.625], [2.505, 2.510, 0.535], [3.772, 3.207, 1.427], [2.029, 3.584, 1.850], [5.706, -4.990, 3.925], [6.537, -5.411, 2.524], [6.173, -4.755, 1.173], [6.299, -3.199, 1.424], [6.453, -2.387, 0.138], [7.595, -2.815, -0.813], [8.080, -1.698, -1.601], [7.677, -0.472, -0.836], [6.920, -0.985, 0.481], [5.082, -2.317, -0.679], [4.638, -4.948, 3.708], [5.935, -3.984, 4.279], [5.821, -5.691, 4.751], [6.485, -6.498, 2.467], [7.605, -5.264, 2.689], [5.201, -5.063, 0.788], [6.885, -5.141, 0.443], [7.207, -2.900, 1.949], [5.499, -2.787, 2.039], [7.209, -3.580, -1.488], [8.396, -3.317, -0.270], [7.592, -1.655, -2.574], [9.167, -1.637, -1.656], [7.001, 0.182, -1.386], [8.482, 0.238, -0.645], [6.209, -0.303, 0.948], [7.664, -1.176, 1.255], [5.468, -2.129, -1.681], [4.512, -1.451, -0.343], [4.469, -3.213, -0.779], [-0.326, 1.800, -3.625], [-0.591, 2.842, -2.509], [0.723, 3.465, -2.021], [1.317, 4.459, -3.133], [2.869, 4.460, -3.266], [3.324, 5.373, -4.489], [3.128, 4.528, -5.776], [3.039, 3.081, -5.268], [3.379, 3.146, -3.786], [3.459, 4.856, -1.848], [0.412, 1.035, -3.382], [-0.071, 2.169, -4.618], [-1.196, 1.199, -3.890], [-1.015, 2.242, -1.704], [-1.302, 3.592, -2.856], [1.442, 2.724, -1.675], [0.333, 4.060, -1.195], [1.167, 5.481, -2.783], [0.921, 4.343, -4.142], [4.387, 5.532, -4.309], [2.692, 6.261, -4.492], [3.975, 4.561, -6.462], [2.264, 4.962, -6.280], [3.797, 2.430, -5.702], [2.062, 2.627, -5.436], [4.435, 3.081, -3.526], [2.955, 2.301, -3.244], [4.536, 5.015, -1.916], [3.254, 3.998, -1.208], [2.983, 5.758, -1.464], [-2.661, -7.935, -0.491], [-2.236, -6.777, 0.378], [-2.963, -6.642, 1.722], [-2.668, -7.718, 2.806], [-3.857, -7.976, 3.778], [-4.271, -6.637, 4.467], [-4.872, -7.157, 5.878], [-4.275, -8.590, 6.124], [-3.326, -8.892, 4.919], [-5.132, -8.595, 3.126], [-2.395, -7.793, -1.539], [-3.710, -8.227, -0.520], [-2.125, -8.865, -0.302], [-2.477, -5.923, -0.255], [-1.168, -6.815, 0.593], [-3.996, -6.515, 1.396], [-2.684, -5.631, 2.019], [-1.785, -7.534, 3.417], [-2.598, -8.596, 2.164], [-5.033, -6.078, 3.924], [-3.400, -6.011, 4.661], [-5.944, -7.266, 5.710], [-4.725, -6.519, 6.750], [-5.005, -9.400, 6.109], [-3.721, -8.681, 7.059], [-3.370, -9.937, 4.612], [-2.342, -8.602, 5.286], [-5.992, -8.751, 3.777], [-4.711, -9.553, 2.822], [-5.366, -7.935, 2.291], [-1.794, 2.032, 2.332], [-1.290, 1.639, 0.992], [-0.589, 0.338, 1.099], [-0.053, -0.217, -0.213], [0.347, -1.664, -0.337], [0.857, -1.878, -1.695], [-0.191, -2.615, -2.429], [-0.907, -3.492, -1.414], [-0.897, -2.640, -0.183], [1.482, -1.987, 0.689], [-1.225, 1.830, 3.240], [-2.847, 1.813, 2.507], [-1.886, 3.112, 2.215], [-0.688, 2.472, 0.629], [-2.227, 1.602, 0.437], [-1.183, -0.454, 1.554], [0.326, 0.277, 1.689], [0.779, 0.390, -0.567], [-0.851, -0.269, -0.954], [1.758, -2.487, -1.625], [1.108, -0.918, -2.146], [0.025, -3.201, -3.322], [-1.002, -1.952, -2.731], [-0.497, -4.498, -1.333], [-1.937, -3.766, -1.641], [-0.715, -3.139, 0.769], [-1.793, -2.019, -0.155], [1.763, -3.036, 0.601], [1.034, -1.750, 1.654], [2.361, -1.370, 0.503], [1.845, -6.294, 1.473], [3.200, -6.530, 0.208], [0.791, -5.399, 0.274], [0.659, -6.133, 2.703], [3.025, -7.115, 2.629], [2.626, -4.793, 1.796], [1.246, -7.829, 0.885], [-0.753, 6.934, 0.362], [-1.588, 6.327, -1.051], [0.483, 5.662, 0.210], [0.214, 7.513, 1.834], [-1.987, 8.257, 0.427], [-1.728, 5.743, 1.357], [0.220, 7.985, -0.653], [-1.562, -2.888, 4.607], [-2.907, -3.665, 3.710], [-0.644, -2.937, 3.114], [-0.072, -2.164, 5.523], [-2.563, -2.856, 6.141], [-0.884, -4.584, 5.080], [-2.285, -1.339, 4.108], [-3.620, -0.464, -0.384], [-3.939, -0.654, -1.667], [-3.729, 0.242, -2.446], [-4.496, -1.704, -1.940], [-3.983, -1.290, -0.057], [4.927, 0.759, -2.619], [4.264, 1.140, -1.512], [4.833, 1.810, -0.688], [3.209, 0.572, -1.368], [4.307, 0.331, -3.213], [3.243, -0.309, -4.445], [2.706, -1.293, -5.109], [2.803, -2.356, -4.434], [2.204, -1.012, -6.273], [3.347, -1.142, -3.980]], "forces_ev_per_a": [[-1.1, 0.9, 0.0], [1.6, -0.9, -0.3], [-0.6, -1.6, 0.6], [-0.4, 2.2, -0.3], [0.6, -1.0, -0.6], [1.7, 1.3, -1.2], [-1.5, -1.0, 0.7], [0.1, -0.4, 1.2], [-1.3, -1.5, -1.7], [1.3, 3.6, -0.1], [-0.3, -2.3, 0.1], [0.6, 0.9, -2.6], [-0.6, 1.1, 2.7], [-0.4, -0.4, 1.4], [-0.2, -0.1, 0.1], [0.6, 0.1, 0.3], [0.4, -0.7, -0.3], [-0.2, -0.1, 0.5], [-0.5, 0.7, -0.2], [0.0, 0.0, 0.1], [0.0, 0.0, 0.0], [0.3, -0.7, -0.2], [0.0, -0.6, 0.3], [0.2, -0.1, -0.1], [0.0, 0.2, 0.2], [0.6, -0.2, -0.2], [-0.1, 0.2, -0.1], [-0.4, -0.2, -0.8], [0.2, -0.5, -0.6], [0.4, 0.9, -1.2], [1.7, -1.9, 1.4], [-1.1, 3.4, -1.7], [1.5, -1.3, 0.5], [-2.5, -1.7, 0.4], [-0.3, -0.3, 0.9], [-1.2, 1.1, 1.7], [0.6, -0.8, 0.2], [0.3, -1.7, 1.9], [0.8, 0.0, -3.6], [-1.3, 0.3, 1.6], [0.3, 1.9, -1.5], [2.4, -1.0, -0.9], [-0.3, 0.5, 0.6], [-0.3, 0.3, 0.0], [0.4, 0.6, -0.2], [-0.2, 0.0, -0.1], [-0.1, -0.1, 0.1], [0.7, -0.4, 0.3], [0.3, 0.3, -0.4], [-0.5, 0.4, 0.1], [-0.4, -0.2, 0.1], [-0.2, 0.0, 0.0], [0.1, 0.0, -0.1], [0.2, 0.4, 0.5], [-0.4, -0.1, -0.2], [-1.0, 0.1, 0.6], [-0.4, 0.6, 0.2], [0.0, -0.5, 0.6], [0.8, 1.8, 0.5], [-1.1, -1.6, -0.2], [0.6, 0.0, 0.9], [-0.7, 0.7, -0.3], [0.1, -1.0, -1.0], [0.3, 0.4, -1.9], [0.0, 0.3, 0.4], [-1.3, 0.5, -0.3], [1.0, -0.2, 2.0], [0.4, -0.7, 0.6], [-0.4, -0.6, 1.0], [0.1, 0.4, -1.0], [0.2, 0.2, 0.0], [-0.4, -0.2, -0.2], [0.4, -0.2, -0.7], [0.2, -0.1, 0.1], [0.0, 0.4, -0.4], [0.1, 0.2, 0.0], [0.0, 0.0, 0.2], [-0.1, -0.1, 0.2], [0.2, -0.3, -0.2], [-0.5, -0.3, 0.3], [-0.1, 0.0, 0.0], [0.4, 0.9, -0.3], [0.2, -0.1, -0.4], [0.0, -0.1, 0.2], [-2.6, -1.8, 0.6], [0.4, -0.6, -1.2], [1.2, 2.8, -0.2], [-1.6, -1.5, 0.2], [-0.2, -0.6, 1.0], [0.2, -1.6, 1.9], [0.6, 0.9, -0.8], [0.7, -0.3, -2.2], [-0.5, 3.4, -0.8], [1.2, -1.9, -0.4], [-1.6, 0.7, -0.4], [-0.5, -1.6, 2.4], [1.4, 2.1, -1.9], [0.5, 0.1, 0.2], [0.6, 0.5, -0.4], [-0.3, -0.2, 0.2], [0.8, 0.9, -0.2], [0.4, -0.5, 0.3], [0.2, -0.3, 0.0], [-0.4, 0.3, -0.1], [0.3, 0.5, 0.1], [-0.2, -0.2, -0.1], [-0.2, -0.2, 0.7], [-0.4, 0.0, -0.7], [-0.1, -0.6, 0.7], [-0.2, -0.8, 0.3], [-0.1, 0.3, 0.3], [0.3, 0.0, 0.3], [0.4, 0.0, -2.4], [-0.7, -0.3, 2.2], [0.1, 1.0, 1.4], [0.9, -0.9, -1.5], [-1.9, 0.6, -0.6], [-0.7, -3.3, 0.6], [0.3, 2.1, -0.6], [-1.9, 1.8, 1.5], [1.9, 0.2, -0.9], [2.1, 0.6, -0.4], [-0.1, -0.3, -0.3], [0.5, 0.0, 0.0], [0.4, -0.1, -0.3], [-0.4, 0.0, -0.2], [0.0, 0.4, 0.2], [-0.3, 0.3, 0.3], [0.3, 0.4, 0.0], [0.2, -0.8, 0.2], [-0.3, -0.1, -0.4], [-0.3, -0.2, 0.3], [-0.2, 0.2, 0.6], [0.5, -0.1, -0.2], [-0.1, -0.7, -0.5], [-0.4, -0.3, -0.2], [0.2, -0.4, 0.6], [-0.5, -0.3, -0.6], [0.2, 0.2, 0.0], [-0.5, 0.4, -0.1], [0.1, -0.1, 0.1], [0.5, -0.3, 0.9], [-0.7, -0.4, -0.7], [1.2, -2.0, -1.3], [-0.9, 1.4, -1.2], [1.2, -0.1, 1.3], [-0.2, 0.5, 0.0], [-0.2, -0.7, 0.7], [0.1, 0.3, 0.8], [0.1, -0.2, 0.3], [-0.2, -0.7, 0.9], [-0.4, -0.6, -1.6], [0.4, 0.3, 0.4], [0.4, 0.6, 0.1], [-0.5, 0.1, 0.5], [-0.3, 0.4, 0.2], [0.0, 0.1, 0.2], [0.0, -0.1, -0.2], [1.0, 0.2, 0.2], [-0.5, 0.0, -0.2], [-0.1, -0.3, 0.2], [-0.2, 0.5, 0.1], [0.5, 0.1, 0.2], [0.0, 0.6, 0.2], [-0.1, -0.7, -0.2], [-0.3, 0.0, -0.3], [0.1, 0.0, 0.1], [0.2, 0.3, -0.5], [-0.4, 0.2, 0.1], [-0.1, -0.2, -0.3], [0.1, 0.1, -0.1], [-0.2, -0.1, -0.3], [0.5, -1.6, -0.7], [-0.1, -0.7, 0.0], [0.1, 1.4, -0.2], [-2.1, 0.1, -1.7], [0.3, 1.3, 0.9], [-0.1, -1.4, 2.5], [0.1, -0.9, -1.4], [0.1, -0.2, -1.1], [-1.4, 1.1, 0.9], [2.3, 0.0, -0.2], [-0.1, 0.5, -0.2], [-0.2, 0.5, 0.3], [0.0, -0.2, 0.6], [0.3, 0.6, 0.6], [0.1, 0.1, -0.4], [-0.4, -0.5, 0.7], [0.0, 0.0, 0.8], [-0.2, 0.0, -0.2], [0.4, -0.6, 0.7], [0.3, -0.3, -0.3], [0.1, -0.2, -0.4], [0.0, 0.1, 0.3], [0.2, 0.2, -0.5], [-0.4, 0.4, 0.3], [-0.1, 0.1, -0.1], [0.2, 0.2, -0.2], [0.2, 0.1, -1.0], [0.5, 0.4, 0.4], [-0.7, -0.1, -0.5], [-0.1, -0.3, 0.0], [-1.2, 2.2, 1.2], [-0.3, 0.0, 0.4], [1.4, -3.0, -0.8], [-1.2, 0.0, -1.4], [1.0, -0.4, 2.4], [1.4, -0.2, -1.2], [-2.8, -0.7, -1.0], [0.0, -1.2, 0.1], [1.1, 0.4, 1.0], [-1.5, 0.2, -0.6], [0.2, -0.3, -0.2], [0.1, -1.0, 0.1], [0.2, 0.6, 0.6], [0.3, -0.3, -0.4], [0.5, -0.5, -0.9], [-0.6, 0.2, 0.1], [0.0, 1.1, 0.8], [0.1, -0.1, -0.2], [-0.2, 1.0, -0.2], [0.1, 0.1, 0.0], [0.2, -0.2, 0.0], [0.8, 0.4, 0.1], [0.2, 0.6, -0.4], [0.8, 0.3, 0.5], [-0.2, 0.7, -0.4], [-0.4, -0.1, -0.1], [0.2, 0.1, 0.2], [-0.3, 0.0, 0.1], [0.2, -0.3, 0.1], [-0.3, 0.3, -0.4], [3.2, -2.2, -1.7], [-1.8, 0.6, 0.8], [1.1, -1.0, 1.2], [0.1, 0.1, -0.2], [-2.1, 1.2, -1.3], [-0.2, 0.6, 0.5], [-0.2, 0.9, 0.6], [2.4, 0.1, 0.9], [0.0, 0.0, 0.3], [-1.0, 0.8, 0.1], [-2.3, -0.7, -1.8], [0.6, -1.3, 0.7], [0.5, 1.7, -0.6], [-0.8, -0.6, 0.6], [-1.4, -1.0, 1.8], [1.3, 0.3, 1.0], [0.3, 0.2, 0.7], [-2.4, -0.7, -1.5], [1.8, -0.1, -2.2], [-0.8, 2.3, -0.7], [1.3, -0.9, 0.7], [0.9, 0.5, 2.8], [-1.5, -0.9, -2.2], [1.4, 3.9, -1.5], [-0.5, -2.5, 0.5], [-0.1, -0.4, 0.9], [1.9, 0.8, -1.1], [1.6, -1.7, -0.5], [1.9, 2.6, 2.0], [-5.2, -1.7, 0.8], [-0.2, -0.1, -0.2], [0.7, 3.2, 0.2], [-4.2, 0.5, -8.4], [-0.7, -2.1, -0.5], [1.1, -1.9, 2.8], [2.8, -0.4, 5.7]], "charge": 6}

=====

{"formula": "C8H10", "method": "ωB97M-V with the def2-TZVPD basis set", "symbols": ["C", "C", "C", "C", "C", "C", "C", "C", "H", "H", "H", "H", "H", "H", "H", "H", "H", "H"], "positions_angstrom": [[-2.529, 0.261, 0.438], [-1.627, -0.512, -0.501], [-0.039, -0.219, -0.225], [0.340, 1.096, -0.246], [1.758, 1.326, -0.043], [2.632, 0.189, 0.116], [2.137, -1.096, 0.084], [0.708, -1.321, -0.026], [-2.602, 1.528, 0.108], [-2.402, 0.308, 1.513], [-3.605, 0.094, 0.408], [-1.885, -0.238, -1.521], [-1.896, -1.754, -0.219], [-0.230, 1.808, -0.382], [2.222, 2.473, -0.080], [3.881, 0.226, 0.120], [2.724, -1.732, 0.354], [0.413, -2.435, 0.101]], "forces_ev_per_a": [[-1.5, 4.9, -0.8], [0.7, -2.6, 2.5], [-5.8, -1.2, -1.0], [9.7, -6.1, 1.9], [0.4, 1.4, -0.5], [2.3, 1.5, -0.9], [-8.4, 7.4, -1.8], [4.2, -2.2, 0.7], [0.6, -3.5, 0.9], [1.1, -0.4, 0.1], [0.0, -0.8, -0.7], [0.0, -0.5, -0.1], [1.1, 3.5, -1.3], [-5.7, 6.8, -1.3], [-1.4, -3.3, 0.2], [-3.7, 0.5, 0.3], [6.6, -8.0, 2.5], [-0.2, 2.4, -0.5]], "smiles": "CCc1ccccc1", "de_lowest_kcal_mol": 98.7}

=====

Number 1: frontier orbital gap 3.7 eV, LUMO -12.12 eV, electronic energy -360160.862 eV. Number 2: frontier orbital gap 10.2 eV, LUMO 1.04 eV, electronic energy -8453.990 eV.